Entry 1:
Below is C20H36NOOsP2 as an isolated structure at a distorted geometry, with properties calculated with the ωB97M-V functional and the def2-TZVPD basis.

XYZ file:
```
61
C20H36NOOsP2 the ωB97M-V functional and the def2-TZVPD basis
Os -1.248 2.348 -0.799
P -0.433 1.259 -2.328
P 1.161 -1.730 -2.458
O -0.067 1.591 2.249
N -0.227 1.225 3.489
C -2.250 3.258 0.837
C 1.578 -1.896 1.080
C -1.547 0.175 5.177
C 0.827 0.816 -3.546
C 0.502 -3.381 -2.876
C 0.725 -0.672 -3.872
C 0.227 -1.938 1.781
C -0.680 -1.399 -0.705
C 2.242 -0.540 0.839
C -0.586 0.509 6.132
C 1.497 0.123 -0.213
C 0.581 1.147 5.724
C -1.095 -1.932 1.575
C -1.953 1.547 -3.304
C -1.756 -1.390 0.394
C -1.366 0.582 3.870
C 0.755 1.479 4.403
C 0.356 -0.374 -0.753
C 2.945 -2.122 -2.303
C 0.079 3.256 -1.938
H 1.361 1.410 6.428
H -2.548 1.473 -0.584
H -0.440 3.899 -1.131
H -2.140 2.430 1.571
H -0.738 0.228 7.174
H 1.453 -0.862 -4.652
H -1.791 -2.310 2.349
H 3.190 -2.899 -3.041
H 1.763 1.166 -3.044
H 0.381 -3.962 -1.956
H 1.165 3.317 -1.809
H 2.027 0.030 1.733
H -0.287 -0.970 -4.215
H -3.241 3.286 0.346
H -2.353 0.533 -3.494
H 3.563 -1.231 -2.467
H 0.502 1.483 -4.374
H -1.259 -1.383 -1.658
H -1.566 2.063 -4.203
H -0.237 3.617 -2.923
H -2.454 -0.373 5.414
H 2.267 -2.444 1.718
H -1.955 4.265 1.233
H -2.191 -0.406 0.379
H 3.340 -0.572 0.764
H 1.637 1.972 4.017
H 1.630 -2.515 0.164
H -2.519 -2.077 0.041
H -0.191 -2.417 -0.710
H -0.463 -3.314 -3.388
H -2.675 2.179 -2.713
H 1.226 -3.913 -3.502
H -2.082 0.365 3.078
H 1.807 1.179 -0.335
H 3.136 -2.527 -1.297
H 0.417 -2.663 2.631
```

Computed properties:
E_tot = -45875.858 eV
2S+1 = 6
charge = +2
energy above the lowest of the compared OMol25 structures with the same formula, charge and spin = 2.1929 eV



Entry 2:
Below is one molecule with the formula C6H9N, with properties calculated with the ωB97M-V functional and the def2-TZVPD basis.

XYZ file:
```
16
C6H9N the ωB97M-V functional and the def2-TZVPD basis
N 0.661 1.175 -0.086
C -0.664 1.174 0.048
C 2.446 -0.551 0.263
C -0.129 -1.072 -0.046
C -2.641 -0.465 0.067
C -1.176 -0.127 0.036
C 1.071 -0.218 -0.286
H 1.075 -0.388 -1.382
H -3.258 0.344 0.476
H 2.655 -1.602 0.056
H -3.009 -0.682 -0.944
H 3.220 0.057 -0.222
H 1.246 1.996 -0.120
H 2.508 -0.392 1.344
H -2.805 -1.366 0.665
H -1.201 2.118 0.131
```

Computed properties:
E_tot = -7855.210 eV
2S+1 = 1
energy above the lowest of the compared OMol25 structures with the same formula, charge and spin = 2.9501 eV



Entry 3:
Below is C53H34CdCl5N6O3 as an isolated structure, with properties calculated with the ωB97M-V functional and the def2-TZVPD basis.

XYZ file:
```
102
C53H34CdCl5N6O3 the ωB97M-V functional and the def2-TZVPD basis
Cd 0.166 -0.189 0.110
Cl -6.248 -6.917 2.007
Cl 6.169 6.329 -2.364
Cl -4.151 5.155 6.660
Cl -3.069 6.369 -1.454
Cl 5.697 -6.893 -3.766
O 0.271 0.498 -2.008
O -0.072 1.065 -4.143
O -2.318 0.467 -0.744
N -4.329 0.296 0.304
N 0.170 -2.372 0.000
N 0.907 1.461 1.459
N 2.332 -0.400 -0.216
N -1.145 -0.604 1.871
N -3.965 1.906 -1.317
C 1.638 3.625 1.602
C 2.897 1.967 0.142
C -1.025 1.608 2.952
C 4.725 -5.656 -3.019
C 0.551 3.516 2.406
C -4.988 -5.742 1.761
C -2.244 3.319 6.105
C -1.519 2.508 5.245
C -1.907 -2.846 1.180
C 3.165 -3.695 -1.823
C -1.543 0.304 2.794
C 4.269 4.403 -2.365
C -1.941 -1.697 1.994
C -0.926 -3.137 0.225
C 3.750 -5.013 -3.762
C 3.145 0.670 -0.346
C 4.709 3.737 0.298
C 4.164 -4.348 -1.102
C 3.738 3.057 -0.427
C -1.609 3.250 -3.486
C -2.764 3.351 3.380
C -0.168 1.253 -2.926
C -2.241 4.888 -1.869
C 4.945 -5.330 -1.691
C -0.923 2.534 -2.512
C -0.815 -4.369 -0.529
C 0.388 -4.334 -1.152
C 4.346 0.284 -1.068
C -2.984 -3.858 1.384
C 1.859 2.317 1.019
C 2.974 -4.034 -3.158
C -3.496 4.170 4.226
C -3.753 -5.933 2.356
C -0.906 3.023 -1.211
C -3.230 4.141 5.585
C -2.278 4.426 -3.174
C -1.557 4.202 -0.879
C 3.528 3.398 -1.764
C -2.756 -4.990 2.162
C 2.917 -1.441 -0.853
C -2.872 -1.492 3.086
C -5.237 -4.632 0.973
C 2.321 -2.679 -1.133
C -5.606 0.836 0.708
C 4.217 -1.030 -1.360
C 5.464 4.740 -0.296
C 1.008 -3.072 -0.798
C -3.465 0.868 -0.580
C -2.634 -0.245 3.572
C 0.086 2.147 2.293
C -1.773 2.508 3.878
C 5.232 5.064 -1.621
C -4.232 -3.694 0.789
H 4.886 3.472 1.333
H -2.046 3.315 7.169
H -2.961 3.358 2.314
H 2.238 4.502 1.415
H -4.266 4.824 3.840
H 2.773 2.864 -2.331
H -2.811 4.989 -3.928
H -4.822 2.363 -1.069
H 6.227 5.262 0.264
H -3.133 0.248 4.391
H -6.004 0.198 1.494
H -0.375 2.466 -0.457
H 4.320 -4.083 -0.064
H -3.574 -6.811 2.964
H -1.606 2.868 -4.498
H 0.823 -5.088 -1.789
H -1.526 4.594 0.129
H 3.604 -5.274 -4.801
H -6.204 -4.505 0.505
H -1.784 -5.125 2.621
H 0.097 4.288 3.009
H -1.558 -5.150 -0.560
H -6.313 0.837 -0.126
H 2.213 -3.517 -3.730
H -5.526 1.853 1.110
H 4.099 4.670 -3.399
H -3.597 -2.212 3.433
H 4.913 -1.661 -1.888
H -3.884 -0.358 0.923
H -0.746 1.857 5.635
H 5.171 0.940 -1.297
H -4.410 -2.826 0.165
H 5.712 -5.841 -1.126
H -3.303 2.398 -1.896
```

Computed properties:
E_tot = -137779.028 eV
2S+1 = 1
charge = -1



Entry 4:
Below is C43H49AsBrFeN2S as an isolated structure, with properties calculated with the ωB97M-V functional and the def2-TZVPD basis.

XYZ file:
```
98
C43H49AsBrFeN2S the ωB97M-V functional and the def2-TZVPD basis
Br 2.774 0.221 6.478
As 1.160 -1.936 -0.773
Fe 0.832 0.680 0.111
S 2.943 0.936 -0.844
N 0.868 2.981 -0.033
N -1.207 0.175 0.130
C 2.406 4.876 -0.045
C 0.059 5.222 0.258
C 2.232 -0.796 3.864
C 2.946 -3.493 -2.554
C 1.140 -3.664 0.153
C 2.142 3.497 -0.185
C 3.674 -5.802 -2.654
C 3.587 -4.592 -1.983
C -2.108 1.791 -3.645
C 2.492 -4.852 -4.506
C -0.605 0.965 -1.979
C -2.949 0.750 -1.626
C -0.805 1.588 -3.190
C -2.527 -0.077 3.738
C 2.830 -2.204 -1.816
C 4.746 4.517 -0.424
C -0.162 -2.364 -2.143
C -0.131 3.815 0.158
C 1.505 0.530 1.914
C -1.644 0.575 -1.089
C -1.868 0.543 2.504
C 2.404 -3.646 -3.830
C 3.123 -5.940 -3.919
C -3.530 -0.539 1.032
C 3.219 2.614 -0.513
C 2.004 1.582 4.087
C 4.490 3.150 -0.602
C 1.851 -0.686 2.531
C -4.021 -0.255 3.474
C -1.894 -1.437 4.034
C 2.288 0.347 4.636
C 1.630 1.657 2.751
C -2.093 -2.355 2.828
C -2.018 -0.345 1.251
C 0.383 2.030 -4.001
C -4.583 1.517 -3.342
C -3.163 1.342 -2.862
C 3.721 5.380 -0.159
C -4.203 -1.166 2.261
C -1.529 3.314 0.255
C -1.436 -1.722 1.603
C -3.586 -2.533 2.555
C 1.308 5.737 0.186
H -4.609 1.916 -4.356
H -0.109 -1.631 -2.945
H 1.914 -3.686 0.921
H 0.173 -3.796 0.630
H -3.736 -3.203 1.703
H 3.891 6.442 -0.035
H -2.289 2.261 -4.604
H -3.826 0.458 -1.081
H 1.484 6.803 0.281
H -1.552 -2.381 0.735
H -2.033 3.430 -0.707
H 1.090 1.212 -4.148
H 0.930 2.823 -3.487
H -4.480 0.720 3.278
H -0.809 5.852 0.405
H -5.138 2.203 -2.698
H -1.148 -2.280 -1.688
H 3.636 -2.090 -1.088
H -2.357 -1.881 4.923
H 3.190 -6.884 -4.446
H -0.007 -3.369 -2.536
H -5.272 -1.287 2.049
H -0.812 0.712 2.693
H 2.067 2.473 4.698
H 5.762 4.882 -0.504
H 2.065 -4.943 -5.496
H 4.021 -4.491 -0.995
H -0.369 -1.587 1.787
H 1.310 -4.473 -0.557
H 4.176 -6.639 -2.186
H -4.522 -0.685 4.348
H -2.372 0.589 4.592
H 2.472 -1.759 4.297
H 5.308 2.480 -0.832
H -1.633 -3.331 3.026
H 1.412 2.642 2.359
H 0.444 0.762 -1.741
H -3.699 -1.192 0.171
H 0.074 2.401 -4.978
H 2.896 -1.348 -2.488
H 1.823 -1.603 1.952
H 1.912 -2.802 -4.298
H -4.078 -2.989 3.421
H -0.830 -1.311 4.243
H -1.538 2.262 0.503
H -5.120 0.566 -3.340
H -2.324 1.517 2.313
H -2.084 3.881 1.004
H -4.002 0.423 0.826
```

Computed properties:
E_tot = -224473.267 eV
2S+1 = 1
charge = -1



Entry 5:
Below is a 2-piece molecular cluster, C7H16O3 overall at a distorted geometry, with properties calculated with the ωB97M-V functional and the def2-TZVPD basis.

XYZ file:
```
26
C7H16O3 the ωB97M-V functional and the def2-TZVPD basis
O 0.714 1.960 -0.049
O 3.390 1.035 3.184
O 2.726 -0.296 0.513
C -4.089 -0.318 -0.163
C 2.290 0.292 -0.728
C -1.625 0.246 -0.474
C -2.658 -0.842 -0.192
C 2.693 -1.114 -0.651
C -0.195 -0.281 -0.459
C 0.851 0.775 -0.813
H -1.730 1.048 0.274
H 4.150 1.494 2.815
H -0.110 -1.103 -1.187
H 3.014 0.993 -1.156
H -4.807 -1.124 0.045
H -4.210 0.450 0.616
H -4.363 0.137 -1.127
H -2.569 -1.633 -0.956
H 0.026 -0.710 0.532
H -1.837 0.707 -1.454
H 0.692 1.081 -1.860
H 3.678 0.103 3.298
H 0.779 1.723 0.893
H 1.935 -1.900 -0.640
H 3.675 -1.404 -1.035
H -2.421 -1.321 0.772
```

Computed properties:
E_tot = -13659.744 eV
2S+1 = 1
energy above the lowest of the compared OMol25 structures with the same formula, charge and spin = 1.5424 eV
SMILES = CCCC[C@@H](O)[C@@H]1CO1.O



- Which of these has the highest 2S+1?
  C20H36NOOsP2



- Which of these has the lowest E_tot?
  C43H49AsBrFeN2S